[1]
The following is a quantum chemistry calculation of C26H29N5O6RuS2Se3Te as an isolated structure at a distorted geometry, from the Open Molecules 2025 dataset.

Charge   -1
Energy relative to the best compared isomer or geometry (same formula, charge and spin)   259.4 kJ/mol
Multiplicity   2
E_tot   -274756.2873 eV
Expectation value of S²   0.7613
Highest occupied orbital energy (spin up / spin down)   -0.1585 / -0.1576 hartree
Molar mass   1037.23 g mol⁻¹

Structure (XYZ):
```
73
C26H29N5O6RuS2Se3Te, DFT the ωB97M-V functional and the def2-TZVPD basis
Ru 0.15124 -0.81466 0.47391
Se 0.56073 3.12487 1.95375
Se 2.13336 3.04444 3.60938
Te -1.61181 3.45526 -0.34162
Se -0.85495 1.35098 0.79326
C -6.79326 2.08092 2.11176
C -5.80821 1.16735 1.43376
C -5.21833 0.10997 2.11586
C -4.26858 -0.69649 1.50299
C -3.91009 -0.45151 0.18814
C -4.50165 0.58932 -0.51480
C -5.44486 1.38635 0.10725
S -2.65685 -1.40999 -0.63261
O -1.94294 -0.46687 -1.47620
O -3.32108 -2.48131 -1.34410
N -1.75958 -1.91573 0.62161
C -1.24409 -3.29843 0.40681
C 0.14748 -2.96276 -0.10647
O 1.04648 -2.79288 0.79013
O 0.27937 -2.58087 -1.29560
H -6.92390 1.81116 3.15952
H -7.77024 2.03882 1.62575
H -6.44762 3.11514 2.06769
H -5.48981 -0.07699 3.14899
H -3.78606 -1.50042 2.04181
H -4.19239 0.78841 -1.53207
H -5.87799 2.21942 -0.43443
H -1.84597 -3.84878 -0.31264
H -1.19787 -3.80731 1.36814
C 5.16091 -1.43206 -3.41489
C 4.36530 -1.88785 -2.19600
C 2.93984 -1.35387 -2.17021
N 2.90837 0.10144 -2.05557
C 2.65615 0.77917 -0.95089
S 2.51177 0.00235 0.57262
N 2.54841 2.13640 -1.02685
C 2.27128 2.99755 -2.12003
O 2.69735 4.12307 -2.07219
C 1.41106 2.52463 -3.24707
C 0.26778 1.75940 -3.03151
C -0.53063 1.39754 -4.10511
C -0.18052 1.78929 -5.38997
C 0.95207 2.56340 -5.60576
C 1.74098 2.94433 -4.53271
H 6.14766 -1.89614 -3.44082
H 5.31142 -0.35006 -3.41109
H 4.64311 -1.69756 -4.33978
H 4.86665 -1.57265 -1.27751
H 4.30776 -2.97831 -2.17214
H 2.37535 -1.78307 -1.34706
H 2.40729 -1.61133 -3.08859
H 2.99719 0.62140 -2.91515
H 2.57922 2.61074 -0.12968
H -0.01313 1.45629 -2.03136
H -1.42007 0.81186 -3.92223
H -0.80051 1.49871 -6.22907
H 1.21586 2.87586 -6.60816
H 2.61264 3.57071 -4.67440
N 3.87941 -1.70094 4.40545
C 2.76022 -1.90405 5.14640
O 2.77406 -2.46757 6.22526
C 1.49516 -1.37300 4.54761
C 0.47283 -0.93900 5.37935
C -0.67607 -0.43835 4.80302
C -0.77002 -0.38225 3.42079
N 0.20796 -0.80792 2.61874
C 1.31393 -1.31210 3.17858
H 4.75894 -1.99241 4.79396
H 3.87714 -1.09890 3.60031
H 0.59787 -1.00383 6.45220
H -1.49826 -0.07724 5.40417
H -1.65369 0.00446 2.93416
H 2.05939 -1.68553 2.49322
```

[2]
The following is a quantum chemistry calculation of C26H29N6O5Pb as an isolated structure, from the Open Molecules 2025 dataset.

Charge   +3
Energy relative to the best compared isomer or geometry (same formula, charge and spin)   109.2 kJ/mol
Multiplicity   1
E_tot   -51830.6905 eV
Highest occupied orbital energy (spin up / spin down)   -0.6139 / -0.6120 hartree
Molar mass   712.76 g mol⁻¹

Structure (XYZ):
```
67
C26H29N6O5Pb, DFT the ωB97M-V functional and the def2-TZVPD basis
Pb 0.31254 0.21288 -0.23833
C -1.06473 5.47266 -1.47102
N 0.00388 4.47788 -1.30056
C 1.33398 4.86033 -1.79000
C -0.18816 3.34121 -0.68103
O 0.74521 2.50647 -0.48335
C -1.59097 2.99462 -0.18612
O -1.54253 1.82669 0.61667
C -1.47569 2.06652 2.01320
C -0.73028 0.91797 2.67437
O -0.06937 0.10299 1.95788
N -0.77906 0.80383 3.97449
C -1.54508 1.72115 4.83014
C -0.11108 -0.30130 4.67313
H -0.81768 6.08758 -2.33150
H -1.13904 6.11748 -0.59508
H -2.02184 4.99660 -1.66710
H 1.74675 5.64278 -1.15358
H 1.23807 5.24156 -2.80380
H 1.98987 3.99787 -1.78629
H -2.22694 2.77452 -1.04518
H -2.03368 3.82853 0.35878
H -2.48724 2.14032 2.41658
H -0.94054 2.99654 2.23259
H -1.56085 2.72901 4.42559
H -1.05732 1.76073 5.80034
H -2.56306 1.35565 4.96495
H 0.36539 -0.96046 3.95798
H -0.85441 -0.85259 5.24714
H 0.63246 0.10724 5.35529
C 4.83601 1.06682 0.32475
C 3.45469 1.18017 0.16037
N 2.66344 0.11786 0.11438
C 3.18853 -1.12646 0.22703
C 4.56545 -1.32475 0.38841
C 5.38908 -0.18286 0.43400
C 5.09206 -2.65360 0.50594
C 4.27592 -3.72632 0.47119
C 2.86077 -3.55985 0.31378
C 1.96720 -4.64786 0.28503
C 0.62000 -4.43154 0.13910
C 0.16172 -3.11890 0.00940
N 0.98955 -2.08945 0.03350
C 2.31790 -2.27432 0.18666
H 5.44299 1.96003 0.35826
H 2.97765 2.14512 0.06074
H 6.45833 -0.30513 0.55572
H 6.16087 -2.77388 0.62557
H 4.67176 -4.72922 0.56302
H 2.35644 -5.65401 0.38113
H -0.08555 -5.24963 0.11917
H -0.89182 -2.89650 -0.11460
O -0.95101 0.76758 -2.50246
N -1.61121 -0.07607 -3.05897
N -2.23633 -0.93270 -2.12832
O -2.00033 -0.79616 -0.90877
C -3.04645 -1.93573 -2.65337
C -3.78238 -2.72658 -1.75150
C -4.61525 -3.69379 -2.25614
C -4.72007 -3.87621 -3.64100
C -3.98890 -3.08575 -4.52793
C -3.14500 -2.10971 -4.05149
H -3.70999 -2.54353 -0.68951
H -5.20313 -4.30362 -1.58454
H -5.38209 -4.63910 -4.02921
H -4.08078 -3.23903 -5.59393
H -2.56861 -1.50257 -4.73158
```